Molecular formula: C73H84BrF8O8P
Method: DFT, ωB97M-V with the def2-TZVPD basis set

```
175
Properties=species:S:1:pos:R:3
C -1.407 -7.951 -6.034
H -1.264 1.145 -4.220
H -4.531 1.938 2.266
C -5.692 -0.430 7.132
H 2.179 3.148 2.121
C 1.408 -3.387 -0.035
C -0.431 -1.396 3.743
H -2.770 -0.548 8.799
H -0.120 -0.588 0.725
F -6.341 2.728 3.009
C -3.360 -0.951 -5.225
C -7.744 4.194 1.819
H 1.565 4.855 0.026
H -4.852 -4.083 -6.914
C -5.023 -1.962 -6.634
H 8.474 1.151 -4.667
C 0.439 -3.290 -1.202
C 5.877 -2.366 8.832
C 0.582 1.390 1.099
H 0.011 -6.770 -7.108
C -4.486 -0.835 -6.027
C -3.819 -0.369 8.606
H -2.819 -4.281 -5.496
H 3.455 -0.033 0.430
C -3.429 0.726 3.671
C -4.165 0.933 2.350
P 5.407 -0.984 1.339
H 3.014 -2.153 1.828
H -3.723 4.913 -7.192
F -3.119 2.233 -5.671
O 5.720 -1.824 2.672
C -9.245 3.295 0.169
C -4.629 0.165 9.600
C 6.769 -1.337 3.527
C -5.092 3.947 -8.524
H -1.113 0.552 3.086
H -0.412 1.577 0.701
H -5.731 7.468 -9.974
H 0.023 -5.465 -0.980
C 0.812 -0.139 1.034
C -6.512 0.105 8.104
H -7.422 0.830 1.624
C -4.431 -3.204 -6.444
C -7.799 1.819 1.401
O -2.727 -0.503 3.732
C 5.491 0.245 -3.354
H 2.190 -4.085 -0.320
H -7.556 0.288 7.886
H 6.879 2.096 -0.487
Br -1.340 -2.594 4.967
H -0.698 -2.521 1.096
C -1.793 2.366 -5.893
H 4.700 -0.591 11.462
F 3.337 0.832 -4.058
H -6.912 5.495 -10.920
C -8.723 4.383 0.855
H -2.781 1.579 3.887
H -9.194 1.165 -0.086
H -0.684 -3.644 2.404
C 3.761 -0.189 1.457
F -6.625 3.071 -10.076
H 0.350 3.869 -8.011
O 1.326 0.076 3.487
C 0.503 -0.411 4.466
H 6.133 -0.674 5.472
C -5.977 4.135 -9.567
H -5.042 0.296 2.371
C 1.534 2.241 0.213
H 3.272 4.617 -0.270
H -2.085 3.604 -7.604
C 5.183 1.687 -5.262
C 0.301 -7.782 -3.882
H 2.556 -4.299 5.040
H -4.211 0.398 10.570
C -0.899 1.735 -5.049
H 1.974 2.739 -6.527
H 4.510 2.204 -5.933
H 3.777 0.761 1.992
C -7.297 2.913 2.075
O 5.314 -1.924 0.230
H 3.217 -1.127 3.273
H 0.971 -7.715 -3.035
C 2.874 -1.165 2.253
C -2.784 -2.192 -5.051
C 6.239 -0.248 4.479
H 7.443 1.698 1.827
H 5.183 1.983 -0.171
C 7.401 1.088 -4.543
H -7.329 5.027 2.370
C 6.866 0.322 -3.515
C 6.461 1.412 1.458
C 4.903 -2.052 7.895
H 1.491 -0.330 0.212
H 2.080 1.626 -0.498
C -1.751 -8.577 -4.852
H 3.606 4.731 3.136
C -0.034 -3.015 1.801
C -4.651 6.312 -8.525
C 1.389 -2.913 3.694
H 4.960 -2.471 6.899
C -1.512 -0.464 3.054
C 0.632 -2.036 2.793
F -1.686 -2.301 -4.273
C 0.001 3.267 -7.183
C -6.214 5.386 -10.100
H 2.968 -0.009 9.775
H -4.167 0.677 4.463
C -5.549 6.481 -9.570
H 4.627 4.796 1.721
C -1.361 3.129 -6.958
H 7.047 -2.181 4.146
H 6.154 3.354 0.488
H 5.236 0.058 4.201
C 0.912 2.635 -6.349
H -4.942 0.134 -6.176
C 4.746 -0.989 10.457
H -10.011 3.445 -0.580
C -0.229 -7.244 -6.165
C 2.498 4.584 0.508
H 4.238 6.308 2.610
C 0.461 1.867 -5.284
H 0.912 2.904 -0.381
H 0.990 -2.850 -2.030
C -3.299 -3.323 -5.650
C -5.975 0.398 9.349
H 6.976 2.369 -6.213
H -2.684 -9.120 -4.785
C -0.886 -8.493 -3.771
H -2.933 -0.089 -4.739
C -4.423 5.045 -8.005
O 0.850 -3.899 1.162
F -2.243 -8.034 -7.087
C -8.785 2.014 0.444
C 3.781 -0.672 9.512
C 5.781 -1.831 10.101
H 3.100 -0.958 7.498
H -4.933 2.953 -8.125
C 1.372 -0.757 2.300
H 6.705 -3.018 8.586
H 0.197 -4.844 -2.655
H -3.739 -1.097 6.578
C 2.446 3.156 1.071
H 1.550 -6.598 -5.162
C -0.164 -4.638 -1.654
F -6.211 -0.720 5.921
C 0.627 -7.156 -5.077
H 0.581 1.793 2.104
H -1.602 -0.725 1.998
H 1.168 1.369 -4.637
H -6.607 0.810 10.124
H 5.779 1.509 2.298
H 3.446 2.732 1.023
C 4.675 0.926 -4.229
H 7.669 -1.045 2.998
C 2.043 -3.583 4.467
O 2.698 5.562 1.508
H -3.514 0.677 1.520
H -1.232 -4.494 -1.774
H -9.078 5.381 0.638
H -0.375 -2.594 -1.009
H 6.923 0.588 4.578
C 6.560 1.770 -5.414
H 1.901 -2.421 0.081
C 3.856 -1.204 8.232
C 6.126 2.292 0.271
H -1.139 -8.983 -2.840
H -5.904 -1.872 -7.257
H -4.130 7.167 -8.116
H 7.517 -0.214 -2.837
F 6.721 -2.137 11.015
C 3.870 5.347 2.276
C -4.353 -0.674 7.363
O 0.574 -0.068 5.601
O 6.583 0.057 0.972
H 5.049 -0.339 -2.555
```

Calculated values
molecular weight: 1352.33 g/mol
SMILES string: C#C[C@]1(COCCC)[C@](CCCCCOC)(CCP(=O)(OCC)OCC)OC(=O)[C@@]1(Br)COCC.Fc1ccccc1.Fc1ccccc1.Fc1ccccc1.Fc1ccccc1.Fc1ccccc1.Fc1ccccc1.Fc1ccccc1.Fc1ccccc1
LUMO: 0.30 eV
electronic energy: -194512.137 eV
HOMO energy: -9.15 eV